Record 1
Formula: C15H35AsBeF6N5O9S
Source: the Open Molecules 2025 dataset
Level of theory: ωB97M-V/def2-TZVPD

For the LUMO energy (alpha / beta), the calculation gives 3.8 / 3.8 eV. As for the expectation value of S²: 0.7521. As for the spin multiplicity: 2. The calculation puts the HOMO energy (alpha / beta) at 0.06158 / 0.00139 Ha. For the HOMO-LUMO gap (alpha / beta), the calculation gives 2.13 / 3.72 eV. The total charge is -2.

Each line ends with the Mulliken spin population.
Atoms and positions in Å:
Be: -0.79453 -0.33424 -0.85759  0.09
As: -3.66489 2.75435 -1.19512  0.10
F: -4.68058 4.19458 -0.93351  0.00
F: -4.30573 2.06969 0.28605  0.00
F: -2.64978 1.23564 -1.40967  0.04
F: -2.97327 3.59259 -2.63721  0.00
F: -2.30323 3.67248 -0.34847  0.00
F: -5.03573 1.95461 -2.13310  0.00
S: -1.12196 -3.35173 -0.72043  -0.05
O: 0.10622 -2.73803 -1.26840  -0.02
O: -0.76085 -4.46899 0.19013  0.00
O: -1.86964 -2.32067 -0.06068  0.00
O: -1.85133 -4.22660 -1.67809  0.00
C: 1.69669 1.31852 -2.71231  0.24
O: 0.56588 0.77399 -2.61920  -0.14
N: 2.89553 0.77639 -2.46801  -0.01
C: 4.16507 1.50138 -2.42623  0.01
C: 3.04475 -0.62642 -2.04634  0.04
H: 1.82712 2.35426 -3.06220  0.01
H: 3.93598 2.56300 -2.51876  -0.01
H: 4.97694 1.29262 -3.12292  0.00
H: 4.63321 1.43662 -1.44400  0.01
H: 2.05964 -1.09261 -2.06437  0.00
H: 3.78856 -1.16092 -2.63725  -0.01
H: 3.39566 -0.81790 -1.03229  0.00
C: -2.76877 -0.40411 2.17765  0.10
O: -1.94358 0.09976 1.35434  0.09
N: -2.59702 -0.37569 3.51861  0.00
C: -3.63025 -1.05606 4.40068  0.00
C: -1.42155 0.15623 4.28788  0.00
H: -3.75709 -0.78346 1.87513  0.00
H: -4.04437 -0.24144 4.99481  0.00
H: -3.13530 -1.79399 5.03201  0.00
H: -4.47875 -1.61352 4.00394  0.00
H: -1.67222 0.77888 5.14670  0.00
H: -0.94098 -0.68353 4.78986  0.00
H: -0.73238 0.69799 3.64010  0.00
C: 0.81901 2.29912 1.14811  0.25
O: 0.60527 1.59159 0.16302  0.24
N: 2.01562 2.48776 1.68997  0.03
C: 2.23400 3.44608 2.81720  0.01
C: 3.20085 1.88646 1.09206  0.01
H: 0.01468 2.78346 1.72314  0.02
H: 2.65341 4.39676 2.48796  0.00
H: 3.00591 3.04186 3.47208  -0.01
H: 1.32924 3.65382 3.38848  0.00
H: 4.01907 2.03998 1.79564  0.00
H: 3.07687 0.88302 0.68484  0.00
H: 3.59210 2.40771 0.21837  0.00
C: 0.92558 -1.60133 2.08230  0.05
O: 0.93864 -1.04476 0.98222  -0.01
N: 1.94044 -1.67989 2.93923  0.01
C: 1.91107 -1.92580 4.36047  0.01
C: 3.32134 -1.33309 2.63962  0.00
H: 0.03217 -1.98943 2.59554  -0.01
H: 2.48139 -2.77709 4.73212  0.00
H: 0.88951 -2.12559 4.68386  0.00
H: 2.25966 -1.13134 5.02033  0.00
H: 4.17271 -1.97757 2.85850  0.00
H: 3.35543 -0.86187 1.65733  0.00
H: 3.64244 -0.43149 3.16126  0.00
C: -2.72587 -1.26623 -3.83460  0.02
O: -1.96728 -0.99353 -2.88247  -0.12
N: -2.30987 -1.40872 -5.10696  0.00
C: -3.19401 -1.92229 -6.15375  0.00
C: -0.89418 -1.10653 -5.34196  0.00
H: -3.80845 -1.43587 -3.72765  0.00
H: -4.21355 -1.54230 -6.08864  0.00
H: -3.22571 -2.99174 -6.36201  0.00
H: -2.82390 -1.39904 -7.03541  0.00
H: -0.56336 -0.86406 -6.35184  0.00
H: -0.52305 -0.36208 -4.63759  0.01
H: -0.14468 -1.87962 -5.17254  0.00

Record 2
Formula: C10H14N2OS
Source: the Open Molecules 2025 dataset
Level of theory: ωB97M-V/def2-TZVPD

For the LUMO energy, the calculation gives -2.5 eV. The calculation puts the HOMO energy at -0.31181 Ha. For the HOMO-LUMO gap, the calculation gives 6.03 eV.

Each line ends with the Löwdin charge.
Atoms and positions in Å:
C: -1.49931 -1.88617 -0.81397  -0.15
C: -2.01116 -0.65168 -0.41230  -0.32
C: -3.43080 -0.48431 0.01568  0.00
C: -3.89385 0.77892 0.54243  -0.10
C: -2.95666 1.79611 0.70642  -0.14
C: -1.61888 1.59132 0.48254  -0.04
C: -1.15373 0.44055 -0.19490  -0.26
C: 0.87778 -0.73467 0.51158  -0.87
C: 3.12409 -0.36861 -0.53437  -0.31
C: 3.35200 1.10393 -0.33309  -0.30
H: -2.15702 -2.48161 -1.63216  0.13
H: -1.44416 -2.24475 0.32641  0.10
H: -0.39092 -2.21428 -1.21468  0.10
H: -4.25750 -1.20068 -0.22872  0.11
H: -4.82225 1.04244 1.11383  0.11
H: -3.40921 2.88241 0.98108  0.15
H: -0.93528 2.24713 0.99955  0.11
H: 0.52220 -0.67490 -2.22410  0.35
H: 2.52948 -1.23058 1.22089  0.09
H: 4.10114 -0.83677 -0.60399  0.13
H: 2.59261 -0.45891 -1.51101  0.09
H: 3.76872 1.47445 -1.21274  0.08
H: 2.18100 1.44539 -0.04402  0.16
H: 3.60196 1.88117 1.74946  0.32
N: 0.20889 0.03353 -0.50232  0.03
N: 2.21334 -1.04169 0.21141  -0.10
O: 4.43443 1.23038 0.65328  -0.20
S: 0.47307 -1.43814 1.94778  0.70

Record 3
Formula: C24H35F3MnNO2PSSi
Source: the Open Molecules 2025 dataset
Level of theory: ωB97M-V/def2-TZVPD

For the LUMO energy (alpha / beta), the calculation gives 0.4 / 0.3 eV. As for the expectation value of S²: 8.7564. As for the spin multiplicity: 6. The calculation puts the HOMO energy (alpha / beta) at -0.28219 / -0.28495 Ha. For the HOMO-LUMO gap (alpha / beta), the calculation gives 8.13 / 8.08 eV.

Each line ends with the Mulliken spin population.
Atoms and positions in Å:
Mn: -0.23667 -0.85573 -0.75329  4.64
C: 2.25815 4.29006 -5.03593  0.00
Si: 2.51366 2.76280 -4.00723  -0.01
C: 3.00663 1.32282 -5.11727  0.00
C: 3.71501 3.05048 -2.61490  0.00
C: 0.88328 2.35053 -3.16725  -0.01
C: -0.21742 3.19023 -3.38330  0.01
C: -1.46796 2.90294 -2.80188  0.00
C: -1.55649 1.78486 -1.94274  0.04
N: -0.44818 1.07776 -1.67138  -0.05
C: 0.74558 1.25945 -2.28969  0.04
S: 1.85018 0.03188 -1.82250  0.05
H: 3.10259 4.43950 -5.75720  0.00
H: 2.18465 5.20561 -4.41385  0.00
H: 1.32513 4.25280 -5.66098  0.00
H: 4.08649 1.42071 -5.37746  0.00
H: 2.40419 1.33082 -6.07308  0.00
H: 2.86142 0.38066 -4.57534  0.00
H: 4.49835 3.75626 -2.97685  0.00
H: 4.18641 2.07885 -2.32664  0.00
H: 3.20631 3.48801 -1.74164  0.00
H: -0.08769 4.02519 -4.06879  0.00
H: -2.32201 3.57651 -2.99311  0.00
H: -2.48428 1.47746 -1.44648  0.00
C: 1.21949 -3.13798 1.82681  0.01
C: -0.21827 -2.78953 2.36821  -0.03
C: -0.18541 -2.92329 3.91910  0.00
C: -1.23642 -3.81079 1.82336  0.00
P: -0.52934 -1.06716 1.71652  0.21
C: 0.60517 0.00192 2.61291  -0.13
C: 1.75857 0.48605 1.96837  0.04
C: 2.62594 1.34266 2.66846  0.01
C: 2.38995 1.68305 4.00143  0.00
C: 1.29310 1.12084 4.64749  0.00
C: 0.39157 0.29898 3.95748  0.00
C: -2.24692 -0.42146 2.10566  -0.04
C: -2.18229 1.15767 2.18277  0.02
C: -3.20081 -0.90701 0.97607  0.08
C: -2.89338 -0.93286 3.41291  0.00
H: 1.47237 -4.15743 2.17898  0.00
H: 1.98587 -2.42017 2.14712  0.00
H: 1.26118 -3.16193 0.71990  0.01
H: 0.13249 -3.96716 4.18419  0.00
H: -1.16264 -2.75217 4.38691  0.00
H: 0.56055 -2.23284 4.36947  0.00
H: -0.82522 -4.82795 1.98556  0.00
H: -1.42238 -3.73299 0.71038  0.00
H: -2.23707 -3.77607 2.30285  0.00
H: 1.98210 0.17857 0.92328  0.00
H: 3.51020 1.68882 2.14866  0.00
H: 3.08765 2.35454 4.52118  0.00
H: 1.06371 1.32012 5.69156  0.00
H: -0.41109 -0.17656 4.51790  0.00
H: -1.63095 1.60382 1.31537  0.00
H: -1.62526 1.47212 3.09545  0.00
H: -3.20754 1.53874 2.24405  0.00
H: -3.05360 -0.30548 0.05563  -0.01
H: -4.25761 -0.78600 1.30355  0.00
H: -3.08005 -1.95868 0.67316  -0.01
H: -2.27926 -0.63140 4.30047  0.00
H: -2.97229 -2.04441 3.41908  0.00
H: -3.88119 -0.42141 3.47783  0.00
F: -2.38705 -4.70009 -2.37533  0.00
C: -2.35236 -3.50331 -3.02648  0.01
F: -3.65183 -3.20530 -3.29715  0.00
F: -1.78638 -3.74886 -4.24516  0.00
C: -1.65315 -2.37076 -2.17383  0.00
O: -2.15400 -1.22575 -2.23248  0.04
O: -0.62344 -2.75160 -1.49080  0.06

Record 4
Formula: C2H10NO2
Source: the Open Molecules 2025 dataset
Level of theory: ωB97M-V/def2-TZVPD

For the LUMO energy, the calculation gives -3.9 eV. The calculation puts the HOMO energy at -0.52587 Ha. For the HOMO-LUMO gap, the calculation gives 10.45 eV. The total charge is +1.

Each line ends with the Löwdin charge.
Atoms and positions in Å:
C: 0.98899 -0.79810 -0.42119  -0.15
C: 1.81028 0.01646 -1.01875  0.07
N: -0.12589 -0.46216 0.44871  0.17
H: 0.66958 -1.78541 -0.60896  0.11
H: 2.01351 -0.38140 -2.00971  0.08
H: 2.70963 0.62362 -0.78700  0.11
H: -0.36378 -1.30370 0.94145  0.16
H: -0.98846 -0.33203 -0.11616  0.15
H: 0.01685 0.44709 0.97344  0.14
H: -3.78560 -1.41454 -0.94735  0.13
H: -3.39429 0.08432 -1.65791  0.00
O: -3.16492 -0.58008 -1.06032  -0.08
H: 1.89801 2.15990 1.83493  0.04
H: 0.62832 2.02894 2.62820  0.11
O: 1.08777 1.69710 1.80062  -0.04

Record 5
Formula: C2H5N3
Source: the Open Molecules 2025 dataset
Level of theory: ωB97M-V/def2-TZVPD

For the LUMO energy (alpha / beta), the calculation gives 0.3 / 0.3 eV. Its structure (SMILES) is [H]/N=N/C(=C)N. The calculation puts the HOMO energy (alpha / beta) at -0.29755 / -0.29754 Ha. For the HOMO-LUMO gap (alpha / beta), the calculation gives 8.44 / 8.44 eV.

Each line ends with the Löwdin charge.
Atoms and positions in Å:
C: -0.33440 0.18478 -0.10500  -0.51
N: -1.70252 0.15176 -0.21735  0.11
C: 0.57277 -0.91824 0.01232  0.06
N: 0.40341 1.28214 -0.09640  -0.04
N: 1.49028 0.82498 0.56388  0.02
H: -2.23103 0.84709 0.28424  0.09
H: -2.14473 -0.74654 -0.30474  0.08
H: 2.32008 1.24522 0.10514  0.06
H: 0.29867 -1.84677 0.51293  0.06
H: 1.32745 -1.02442 -0.75500  0.06

Record 6
Formula: C7H9N3S
Source: the Open Molecules 2025 dataset
Level of theory: ωB97M-V/def2-TZVPD

For the LUMO energy (alpha / beta), the calculation gives 0.2 / 0.2 eV. The calculation puts the HOMO energy (alpha / beta) at -0.24577 / -0.24577 Ha. For the HOMO-LUMO gap (alpha / beta), the calculation gives 6.90 / 6.90 eV.

Each line ends with the Löwdin charge.
Atoms and positions in Å:
C: -1.45359 0.19290 2.12275  -0.09
C: -1.54354 -1.58024 -1.92084  -0.29
C: -2.20416 -0.54779 -2.54804  -0.43
C: -0.75362 0.01528 -0.61340  -0.61
C: 1.80913 -0.90393 0.20459  0.08
C: 2.14491 1.35535 1.15964  0.00
C: 0.11506 0.78170 0.10398  -0.23
N: -0.73844 0.26793 2.99728  0.09
N: -0.82923 -1.30545 -0.83045  0.01
N: 1.39648 0.29389 0.42628  -0.16
S: -1.92996 0.91555 -1.66470  0.96
H: -1.85015 -2.54166 -2.22057  0.09
H: -2.78515 -0.54821 -3.50979  0.08
H: -2.12970 -0.06839 1.42487  0.03
H: 1.17414 -1.50192 -0.31279  0.03
H: 2.77751 -1.25418 0.48823  0.09
H: 2.37910 0.91677 2.15148  0.10
H: 3.07273 1.55154 0.70072  0.08
H: 1.57286 2.22406 1.50971  0.10
H: -0.22439 1.73678 0.33105  0.08

Record 7
Formula: C7H12N2
Source: the Open Molecules 2025 dataset
Level of theory: ωB97M-V/def2-TZVPD

For the LUMO energy (alpha / beta), the calculation gives -11.2 / -11.2 eV. The calculation puts the HOMO energy (alpha / beta) at -0.69951 / -0.69948 Ha. For the HOMO-LUMO gap (alpha / beta), the calculation gives 7.83 / 7.83 eV. The total charge is +2.

Each line ends with the Löwdin charge.
Atoms and positions in Å:
C: 2.54290 -0.96852 -0.01692  0.02
C: 2.41280 0.38218 0.11170  0.12
C: 0.24509 -0.27756 -0.15467  0.00
C: -1.12568 -0.42216 0.02106  -0.16
C: -1.75881 -1.74443 0.08810  -0.02
C: -2.02439 0.77234 0.10049  0.03
C: 0.70716 2.18008 -0.09489  0.03
N: 1.39892 -1.52449 -0.20309  0.26
N: 1.09458 0.77832 -0.03183  -0.03
H: 3.40504 -1.50726 0.15065  0.15
H: 3.09376 1.03014 0.38721  0.12
H: -2.85292 -1.88048 0.27849  0.13
H: -1.13795 -2.48681 0.77709  0.16
H: -1.72741 -2.27455 -0.88531  0.13
H: -2.88150 0.46952 -0.69246  0.20
H: -1.52377 1.74999 -0.05206  0.06
H: -2.57877 0.64005 1.03827  0.13
H: -0.07693 2.24256 -1.03118  0.17
H: 0.10109 2.55703 0.79994  0.15
H: 1.61702 2.79387 -0.39626  0.15
H: 1.06977 -2.50984 -0.19430  0.20

Record 8
Formula: C40H34BClF4N4O12S
Source: the Open Molecules 2025 dataset
Level of theory: ωB97M-V/def2-TZVPD

For the LUMO energy, the calculation gives -1.1 eV. Its structure (SMILES) is [H]/N=C\C[C@]1(B(N)O)[C@@](Cl)(ON=O)[C@@](O)(CC(=O)N(C)C)[C@H](C(F)(F)C(F)F)OS1(=O)=O.O=C1c2ccccc2C(=O)c2ccccc21.O=C1c2ccccc2C(=O)c2ccccc21. The calculation puts the HOMO energy at -0.34707 Ha. For the HOMO-LUMO gap, the calculation gives 8.32 eV.

Each line ends with the Löwdin charge.
Atoms and positions in Å:
C: 1.72820 0.48766 0.67867  -0.08
N: 0.47122 0.55062 1.51467  -0.19
C: 0.71725 1.26892 2.79349  -0.09
C: -0.50158 1.24298 0.65050  -0.34
O: -0.13065 2.34794 0.16425  0.04
C: -1.92516 0.71842 0.21117  -0.01
C: -3.16687 1.06714 1.14585  -0.33
O: -4.30276 0.46244 0.44040  -0.05
C: -3.15972 0.35915 2.58206  -0.14
C: -2.78428 -1.18460 2.58937  -0.30
F: -1.41885 -1.46622 2.45074  0.08
F: -3.48469 -1.99272 1.67646  0.08
C: -3.19671 -1.74210 4.05545  -0.17
F: -2.56878 -3.02365 4.18829  0.01
F: -2.68747 -0.95330 5.09777  0.06
O: -4.45709 0.43501 3.26892  -0.20
S: -4.76950 2.00459 3.74430  0.80
O: -3.82768 2.57106 4.74812  -0.28
O: -6.13507 1.96961 4.39629  -0.29
C: -4.82232 2.97531 2.12952  -0.26
C: -6.26219 2.59778 1.53422  -0.13
C: -7.42616 3.60566 2.03844  -0.20
N: -8.04238 4.36670 1.16521  0.09
B: -4.94043 4.59611 2.45014  -0.55
N: -5.03717 5.17475 3.82025  0.15
O: -4.99372 5.44856 1.28312  0.09
C: -3.56446 2.64488 1.18731  -0.54
Cl: -3.88782 3.07625 -0.59106  0.81
O: -2.47056 3.52700 1.51089  -0.10
N: -1.84435 3.23564 2.67333  -0.02
O: -1.67634 4.20400 3.33610  0.12
H: 2.49241 -0.23804 1.11295  0.09
H: 1.49486 0.23874 -0.41477  0.10
H: 2.25792 1.50989 0.64060  0.10
H: 1.25412 2.26455 2.67647  0.10
H: 1.42495 0.60083 3.40532  0.11
H: -0.26880 1.32531 3.34913  0.07
H: -1.85313 -0.43119 0.16718  0.14
H: -2.06600 1.02459 -0.88468  0.11
H: -3.97445 -0.29757 -0.08009  0.11
H: -2.42877 0.84725 3.32667  0.15
H: -4.31294 -1.95697 4.13402  0.18
H: -6.35342 2.55996 0.41271  0.10
H: -6.55743 1.55393 1.91650  0.13
H: -7.70368 3.62906 3.14742  0.13
H: -7.64557 4.19566 0.22591  0.05
H: -4.08976 5.55392 4.01769  0.10
H: -5.67512 5.97992 3.76645  0.09
H: -5.00017 6.37538 1.60089  0.11
C: 0.50893 -2.95012 -8.83540  -0.06
C: -0.79443 -3.38622 -8.60849  -0.06
C: -1.59589 -2.73210 -7.68057  0.00
C: -1.09175 -1.64540 -6.96672  -0.09
C: 0.22168 -1.22396 -7.17659  -0.08
C: 1.01754 -1.87194 -8.12131  0.00
C: 0.78602 -0.10250 -6.39005  -0.28
O: 1.93125 0.26839 -6.57519  0.11
C: -0.06212 0.55466 -5.36886  -0.08
C: 0.47268 1.57404 -4.58009  0.01
C: -0.31961 2.20557 -3.62820  -0.05
C: -1.65089 1.82808 -3.46705  -0.07
C: -2.18598 0.80953 -4.24657  0.01
C: -1.38962 0.16393 -5.19276  -0.08
C: -1.95942 -0.94386 -5.99313  -0.28
O: -3.12284 -1.27724 -5.84906  0.10
H: 1.13077 -3.45570 -9.56654  0.11
H: -1.18626 -4.23583 -9.15746  0.11
H: -2.61185 -3.07276 -7.51166  0.12
H: 2.03497 -1.54015 -8.29826  0.12
H: 1.50775 1.87463 -4.70309  0.12
H: 0.09930 2.99416 -3.01201  0.11
H: -2.27014 2.32603 -2.72899  0.06
H: -3.22223 0.51664 -4.11300  0.12
C: 7.87260 0.59004 2.16720  -0.06
C: 8.93377 -0.03992 2.81323  -0.06
C: 8.95733 -1.42495 2.92536  0.00
C: 7.91216 -2.18493 2.40148  -0.08
C: 6.83749 -1.55228 1.77589  -0.08
C: 6.82567 -0.16304 1.64974  0.00
C: 5.69710 -2.34362 1.25867  -0.28
O: 4.75970 -1.79178 0.70879  0.09
C: 5.71013 -3.81451 1.42814  -0.08
C: 4.61764 -4.56780 0.99800  0.00
C: 4.62661 -5.95044 1.14094  -0.06
C: 5.72977 -6.58683 1.70515  -0.06
C: 6.81783 -5.83973 2.14004  0.00
C: 6.80616 -4.45083 2.01122  -0.08
C: 7.95520 -3.66130 2.51022  -0.28
O: 8.91882 -4.21654 3.00777  0.10
H: 7.85960 1.67063 2.07213  0.11
H: 9.74437 0.54976 3.22787  0.11
H: 9.78880 -1.91057 3.42492  0.12
H: 5.99924 0.33333 1.15241  0.12
H: 3.75666 -4.07868 0.55485  0.12
H: 3.77373 -6.53374 0.81046  0.11
H: 5.73903 -7.66656 1.80980  0.11
H: 7.67215 -6.34027 2.58307  0.12